No. 1
{
  "formula": "C8H24BrO4",
  "method": "ωB97M-V/def2-TZVPD",
  "symbols": ["Br", "C", "C", "O", "H", "H", "H", "H", "H", "H", "C", "C", "O", "H", "H", "H", "H", "H", "H", "C", "C", "O", "H", "H", "H", "H", "H", "H", "C", "C", "O", "H", "H", "H", "H", "H", "H"],
  "positions_angstrom": [[-29.960, 19.479, -6.216], [-30.517, 15.948, -5.264], [-30.655, 16.863, -4.013], [-31.431, 17.999, -4.335], [-31.479, 15.471, -5.451], [-29.748, 15.197, -5.087], [-30.237, 16.480, -6.173], [-29.646, 17.079, -3.662], [-30.972, 16.252, -3.168], [-31.067, 18.501, -5.068], [-32.827, 22.667, -7.188], [-31.714, 21.948, -6.463], [-31.230, 20.970, -7.362], [-33.546, 23.371, -6.768], [-33.410, 21.910, -7.711], [-32.358, 23.236, -7.991], [-31.938, 21.411, -5.541], [-30.878, 22.594, -6.197], [-30.621, 20.367, -6.931], [-29.713, 19.830, -2.635], [-30.444, 20.968, -3.269], [-31.463, 20.435, -4.103], [-29.041, 19.322, -3.326], [-30.405, 19.116, -2.188], [-29.055, 20.161, -1.831], [-29.755, 21.536, -3.894], [-30.858, 21.631, -2.510], [-31.150, 20.144, -4.962], [-26.863, 22.312, -5.037], [-27.694, 21.132, -5.581], [-28.348, 20.423, -4.586], [-27.543, 22.989, -4.521], [-26.265, 22.838, -5.781], [-26.145, 21.964, -4.294], [-27.025, 20.464, -6.122], [-28.425, 21.524, -6.289], [-28.986, 19.861, -5.034]],
  "lumo_ev": 3.480,
  "total_charge": -1,
  "e_above_lowest_ev": 8.820
}



No. 2
{
  "formula": "C8H24CuO8P",
  "method": "ωB97M-V/def2-TZVPD",
  "symbols": ["Cu", "P", "O", "O", "O", "O", "C", "C", "O", "H", "H", "H", "H", "H", "H", "C", "C", "O", "H", "H", "H", "H", "H", "H", "C", "C", "O", "H", "H", "H", "H", "H", "H", "C", "C", "O", "H", "H", "H", "H", "H", "H"],
  "positions_angstrom": [[-0.873, 0.403, -0.642], [-0.827, 0.522, -3.223], [-2.101, 1.020, -2.398], [-0.788, -0.993, -3.208], [0.484, 0.945, -2.583], [-0.808, 1.076, -4.675], [0.000, -4.018, 0.426], [-1.062, -3.455, -0.523], [-1.125, -2.047, -0.625], [-0.086, -3.963, 1.511], [0.942, -3.568, 0.112], [0.065, -5.088, 0.227], [-2.054, -3.847, -0.299], [-0.906, -3.852, -1.526], [-0.812, -1.786, -1.494], [-2.765, -0.337, 1.730], [-1.613, 0.368, 2.515], [-0.504, 0.597, 1.667], [-3.635, -0.392, 2.384], [-2.554, -1.331, 1.336], [-3.222, 0.235, 0.923], [-1.125, -0.122, 3.358], [-2.032, 1.261, 2.978], [0.111, 1.198, 2.094], [-0.392, 3.852, 1.363], [0.187, 3.784, -0.049], [0.278, 2.466, -0.339], [-1.218, 3.178, 1.591], [-0.795, 4.768, 1.795], [0.394, 3.715, 2.106], [1.139, 4.305, 0.045], [-0.544, 4.164, -0.762], [0.616, 2.367, -1.231], [4.046, -0.695, -0.277], [2.485, -0.756, -0.263], [2.154, -0.672, -1.701], [4.529, -0.697, 0.700], [4.284, 0.242, -0.779], [4.416, -1.487, -0.927], [2.121, 0.163, 0.196], [2.032, -1.596, 0.264], [1.558, 0.074, -1.797]],
  "lumo_ev": 4.608,
  "total_charge": -2,
  "e_above_lowest_ev": 2.451
}



No. 3
{
  "formula": "C8H24F4N4O11PbS4",
  "method": "ωB97M-V/def2-TZVPD",
  "symbols": ["Pb", "N", "S", "O", "O", "F", "S", "O", "O", "F", "N", "S", "O", "O", "F", "S", "O", "O", "F", "O", "H", "H", "C", "C", "C", "O", "C", "N", "H", "H", "H", "H", "H", "H", "H", "H", "H", "H", "H", "C", "C", "C", "O", "C", "N", "H", "H", "H", "H", "H", "H", "H", "H", "H", "H", "H"],
  "positions_angstrom": [[0.679, 0.364, -0.087], [1.719, -0.285, 1.038], [1.921, -1.540, 1.860], [2.472, -1.534, 3.221], [2.287, -2.630, 1.003], [0.352, -1.795, 2.064], [3.341, 0.249, 1.258], [4.410, -0.643, 0.921], [3.495, 1.304, 2.274], [3.216, 1.083, -0.072], [0.209, 1.314, -1.385], [0.869, 1.795, -2.860], [1.481, 3.131, -2.823], [0.217, 1.513, -4.159], [2.127, 0.810, -2.812], [-1.195, 1.616, -1.822], [-1.771, 0.474, -2.539], [-1.753, 2.966, -1.988], [-1.745, 1.273, -0.321], [1.931, -0.484, -1.235], [2.875, -0.595, -1.117], [1.775, -0.716, -2.150], [0.409, -2.915, 0.172], [-0.640, -2.222, -0.761], [-2.172, -2.478, -0.416], [-3.027, -1.484, -1.007], [-3.284, -1.663, -2.406], [-0.470, -0.784, -0.869], [0.389, -2.666, 1.232], [1.403, -2.803, -0.262], [0.299, -3.989, 0.019], [-0.545, -2.534, -1.801], [-2.261, -2.412, 0.669], [-2.357, -3.471, -0.826], [-3.352, -0.772, -3.030], [-4.163, -2.287, -2.568], [-2.422, -2.130, -2.882], [-1.425, -0.492, -1.020], [-0.174, -0.515, -1.797], [0.427, 3.610, 2.431], [0.604, 2.127, 1.858], [-0.701, 1.291, 2.075], [-0.877, 0.274, 1.124], [-1.809, -0.751, 1.441], [0.967, 2.350, 0.505], [1.360, 4.109, 2.172], [0.427, 3.750, 3.512], [-0.428, 4.121, 1.988], [1.413, 1.480, 2.197], [-1.486, 2.034, 1.928], [-0.685, 0.881, 3.085], [-1.384, -1.368, 2.233], [-1.907, -1.482, 0.638], [-2.842, -0.426, 1.562], [0.219, 2.796, -0.007], [1.584, 3.148, 0.539]],
  "lumo_ev": -1.267,
  "e_above_lowest_ev": 35.101
}



No. 4
{
  "formula": "C8H24FHfO8",
  "method": "ωB97M-V/def2-TZVPD",
  "symbols": ["Hf", "F", "C", "C", "O", "O", "H", "H", "H", "H", "H", "H", "C", "C", "O", "O", "H", "H", "H", "H", "H", "H", "C", "C", "O", "O", "H", "H", "H", "H", "H", "H", "C", "C", "O", "O", "H", "H", "H", "H", "H", "H"],
  "positions_angstrom": [[3.407, 0.895, -1.157], [1.491, 0.121, 0.137], [0.591, 0.513, 3.410], [0.209, -0.961, 3.777], [1.455, -1.656, 4.026], [-0.261, 0.899, 2.358], [1.637, 0.669, 3.144], [0.403, 1.242, 4.198], [-0.294, -1.554, 3.014], [-0.332, -1.101, 4.713], [1.792, -1.967, 3.183], [0.222, 0.616, 1.578], [1.377, 4.475, -2.701], [0.812, 3.127, -2.885], [1.168, 2.165, -1.856], [1.313, 4.801, -1.277], [0.726, 5.135, -3.275], [2.276, 4.538, -3.314], [1.090, 2.606, -3.801], [-0.259, 3.277, -3.019], [0.609, 2.240, -1.079], [1.742, 4.090, -0.796], [0.017, -3.182, -1.143], [1.042, -3.276, 0.045], [0.536, -2.324, 1.016], [0.168, -1.906, -1.801], [-0.979, -3.308, -0.717], [0.270, -3.963, -1.859], [2.090, -3.151, -0.226], [0.798, -4.169, 0.620], [0.897, -1.485, 0.721], [0.068, -1.193, -1.166], [-2.778, -1.491, -0.215], [-2.511, -0.019, 0.025], [-2.942, 0.855, -1.006], [-2.851, -2.014, -1.574], [-3.782, -1.690, 0.159], [-2.130, -2.196, 0.306], [-1.444, 0.093, 0.218], [-2.894, 0.241, 1.012], [-2.745, 1.780, -0.842], [-2.003, -1.768, -1.951]],
  "lumo_ev": -16.432,
  "total_charge": 3,
  "e_above_lowest_ev": 0.000
}



No. 5
{
  "formula": "C8H24Fe2NO11",
  "method": "ωB97M-V/def2-TZVPD",
  "symbols": ["Fe", "Fe", "N", "O", "O", "O", "C", "C", "O", "O", "H", "H", "H", "H", "H", "H", "C", "C", "O", "O", "H", "H", "H", "H", "H", "H", "C", "C", "O", "O", "H", "H", "H", "H", "H", "H", "C", "C", "O", "O", "H", "H", "H", "H", "H", "H"],
  "positions_angstrom": [[3.315, -0.047, -1.925], [-1.625, 2.142, 0.947], [0.430, -0.355, -0.265], [-0.354, 0.434, -0.075], [0.341, -1.524, 0.156], [1.459, -0.070, -0.937], [4.232, 0.065, -4.724], [2.852, -0.767, -4.830], [2.007, -0.386, -3.693], [4.727, 0.075, -3.407], [4.097, 1.051, -5.168], [4.839, -0.500, -5.431], [2.983, -1.843, -4.950], [2.393, -0.337, -5.720], [1.122, -0.737, -3.818], [5.532, 0.598, -3.380], [-3.484, -0.227, 1.240], [-2.607, -0.286, 2.611], [-1.389, 0.499, 2.552], [-3.408, 1.092, 0.706], [-4.511, -0.336, 1.589], [-3.295, -0.950, 0.447], [-2.144, -1.263, 2.746], [-3.140, -0.174, 3.555], [-1.122, 0.461, 3.473], [-4.162, 1.196, 0.121], [-2.672, 3.617, -1.245], [-2.380, 4.669, -0.193], [-2.712, 4.109, 0.985], [-1.658, 2.629, -1.158], [-2.813, 4.033, -2.243], [-3.636, 3.156, -1.029], [-2.925, 5.599, -0.355], [-1.375, 5.090, -0.173], [-3.068, 4.807, 1.540], [-1.458, 2.208, -1.998], [1.380, -4.527, 3.867], [1.740, -3.497, 2.750], [1.044, -2.297, 2.909], [2.006, -4.462, 5.182], [1.576, -5.518, 3.457], [0.306, -4.431, 4.025], [1.506, -4.002, 1.813], [2.820, -3.351, 2.782], [0.776, -2.030, 2.027], [2.456, -3.616, 5.240]],
  "s2": 24.760,
  "spin_multiplicity": 10,
  "lumo_ev": [-6.627, -7.756],
  "total_charge": 2
}



No. 6
{
  "formula": "C8H24N2NaO10",
  "method": "ωB97M-V/def2-TZVPD",
  "symbols": ["Na", "N", "O", "O", "O", "N", "O", "O", "O", "C", "C", "O", "H", "H", "H", "H", "H", "H", "C", "C", "O", "H", "H", "H", "H", "H", "H", "C", "C", "O", "H", "H", "H", "H", "H", "H", "C", "C", "O", "H", "H", "H", "H", "H", "H"],
  "positions_angstrom": [[-0.297, -0.302, -0.582], [-1.667, 0.266, -4.085], [-1.222, -0.616, -4.830], [-2.326, 1.160, -4.621], [-1.628, 0.075, -2.898], [1.707, -1.991, -3.049], [1.194, -2.335, -1.960], [1.077, -1.981, -4.139], [2.901, -1.722, -2.965], [-0.333, 3.798, 1.755], [-0.376, 2.300, 1.697], [-1.013, 1.850, 0.531], [-0.258, 4.030, 2.818], [-1.244, 4.321, 1.465], [0.463, 4.115, 1.081], [-0.821, 1.878, 2.598], [0.640, 1.908, 1.741], [-1.960, 1.701, 0.580], [-3.225, -3.022, 1.201], [-2.038, -3.332, 0.332], [-1.848, -2.236, -0.590], [-3.450, -3.906, 1.798], [-4.037, -2.729, 0.535], [-3.078, -2.134, 1.816], [-2.267, -4.190, -0.300], [-1.115, -3.718, 0.763], [-2.728, -1.960, -0.857], [1.720, 3.275, -1.763], [2.261, 1.861, -1.873], [1.642, 0.991, -0.992], [2.428, 4.007, -2.151], [1.476, 3.435, -0.713], [0.818, 3.340, -2.372], [3.302, 1.908, -1.554], [2.191, 1.488, -2.895], [2.234, 0.280, -0.734], [1.823, -0.972, 3.363], [0.616, -1.711, 2.789], [0.529, -1.215, 1.456], [1.912, 0.065, 3.039], [2.776, -1.327, 2.971], [1.904, -1.050, 4.447], [-0.325, -1.393, 3.239], [0.432, -2.745, 3.080], [1.213, -1.463, 0.830]],
  "lumo_ev": 1.665,
  "total_charge": -1
}



No. 7
{
  "formula": "C8H24O4",
  "method": "ωB97M-V/def2-TZVPD",
  "symbols": ["C", "C", "O", "H", "H", "H", "H", "H", "H", "C", "C", "O", "H", "H", "H", "H", "H", "H", "C", "C", "O", "H", "H", "H", "H", "H", "H", "C", "C", "O", "H", "H", "H", "H", "H", "H"],
  "positions_angstrom": [[2.469, -1.735, 1.646], [3.728, -2.048, 2.446], [4.238, -0.876, 3.072], [1.968, -2.643, 1.310], [2.747, -1.130, 0.779], [1.766, -1.120, 2.212], [4.489, -2.419, 1.754], [3.541, -2.842, 3.173], [4.179, -0.967, 4.025], [1.238, 3.194, 0.662], [1.993, 2.083, -0.018], [2.886, 2.629, -0.992], [0.630, 3.753, -0.048], [1.916, 3.883, 1.166], [0.579, 2.768, 1.425], [1.268, 1.427, -0.513], [2.539, 1.501, 0.728], [2.938, 2.029, -1.738], [-2.066, 0.268, 1.029], [-1.127, -0.758, 0.431], [-1.591, -2.085, 0.561], [-2.886, 0.535, 0.362], [-1.531, 1.196, 1.257], [-2.487, -0.090, 1.971], [-0.134, -0.617, 0.876], [-1.018, -0.565, -0.637], [-1.756, -2.254, 1.494], [-3.117, -1.205, -2.941], [-3.666, 0.205, -2.968], [-3.101, 1.023, -3.969], [-2.130, -1.244, -2.475], [-3.052, -1.703, -3.909], [-3.736, -1.860, -2.316], [-3.470, 0.698, -2.013], [-4.767, 0.200, -3.026], [-3.478, 0.769, -4.816]],
  "smiles": "CCO.CCO.CCO.CCO",
  "lumo_ev": 0.693,
  "e_above_lowest_ev": 0.921
}



No. 8
{
  "formula": "C8H24O4",
  "method": "ωB97M-V/def2-TZVPD",
  "symbols": ["C", "C", "O", "H", "H", "H", "H", "H", "H", "C", "C", "O", "H", "H", "H", "H", "H", "H", "C", "C", "O", "H", "H", "H", "H", "H", "H", "C", "C", "O", "H", "H", "H", "H", "H", "H"],
  "positions_angstrom": [[0.922, 1.576, 1.361], [1.995, 2.160, 2.311], [3.184, 1.538, 1.915], [1.178, 1.961, 0.374], [-0.044, 1.954, 1.695], [0.921, 0.487, 1.372], [1.707, 1.915, 3.333], [2.031, 3.246, 2.222], [3.891, 2.031, 2.337], [-0.105, -1.709, -3.257], [-0.751, -0.806, -2.288], [-0.200, -0.798, -0.937], [-0.582, -1.639, -4.235], [-0.191, -2.737, -2.907], [0.969, -1.575, -3.391], [-1.758, -1.218, -2.222], [-0.748, 0.216, -2.667], [-0.446, 0.071, -0.612], [-3.087, 3.151, -1.433], [-2.984, 1.851, -0.673], [-1.585, 1.673, -0.379], [-4.012, 3.429, -1.940], [-2.244, 3.004, -2.108], [-2.805, 3.905, -0.699], [-3.357, 1.010, -1.257], [-3.449, 1.823, 0.312], [-1.223, 2.421, 0.100], [1.834, -4.082, 1.850], [1.459, -2.678, 1.415], [0.060, -2.453, 1.415], [2.879, -4.263, 1.598], [1.243, -4.825, 1.315], [1.697, -4.264, 2.916], [1.766, -2.419, 0.401], [1.950, -2.024, 2.135], [-0.112, -1.931, 0.627]],
  "smiles": "CCO.CCO.CCO.CCO",
  "lumo_ev": 0.639,
  "e_above_lowest_ev": 0.984
}